DFT (wB97M-V/def2-TZVPD) results for an isolated molecule of C4H7NO2S.

Its spin multiplicity is 1. The largest force on an atom comes out at 0.0439 hartree/bohr. The value obtained for the total energy is -20679.3447 eV. The relative energy (zero: lowest compared OMol25 entry of this formula, charge and spin) is 3.392 eV. The calculation puts the HOMO energy at -9.015 eV. Its SMILES is C/C=N\OCC(O)=S. As for the orbital gap: 0.341 Eh.

Element x y z (Å)
C  2.46947  0.26482  -0.54715
C  1.54990  -0.95763  -0.53431
N  0.46414  -1.12402  0.12415
O  0.16579  0.01415  0.90189
C  -1.24853  -0.06766  1.20346
C  -2.24307  0.14640  0.04397
O  -1.96043  1.34322  -0.44978
S  -3.48655  -0.80956  -0.42313
H  2.31413  0.73315  0.41294
H  3.51043  0.00899  -0.67908
H  2.08256  0.94248  -1.29564
H  1.88475  -1.81610  -1.06126
H  -1.47784  -1.02212  1.58721
H  -1.47082  0.70871  1.93205
H  -2.55393  1.63516  -1.21534

Atomic partial charges in e from the Löwdin method, atoms 1 to 4: number 1, C, carries -0.048; number 2, C, carries -0.163; number 3, N, carries 0.049; number 4, O, carries -0.149



DFT (wB97M-V/def2-TZVPD) results for the ion CH4IN2 with charge +1.

Its spin multiplicity is 1. The largest force on an atom comes out at 0.0733 hartree/bohr. The value obtained for the total energy is -12175.5154 eV. The relative energy (zero: lowest compared OMol25 entry of this formula, charge and spin) is 0.410 eV. The net charge is +1. The calculation puts the HOMO energy at -14.891 eV. Its SMILES is NC(=[NH2+])I. As for the orbital gap: 0.383 Eh.

Element x y z (Å)
N  0.33010  -1.20861  0.05215
C  -0.35373  -0.06929  0.00656
N  0.22896  1.14701  0.07027
I  -2.45058  -0.01542  0.04164
H  1.34789  -1.06707  0.21701
H  -0.17860  -2.20480  -0.05413
H  1.24083  1.37240  -0.12105
H  -0.16487  2.04579  -0.21246

Atomic partial charges in e from the Löwdin method, atoms 1 to 4: number 1, N, carries 0.105; number 2, C, carries -0.851; number 3, N, carries 0.078; number 4, I, carries 1.031



DFT (wB97M-V/def2-TZVPD) results for a structure of composition C25H32Cl5N6OSTi.

Its spin multiplicity is 3. The largest force on an atom comes out at 0.0245 hartree/bohr. The value obtained for the total energy is -133988.7933 eV. The relative energy (zero: lowest compared OMol25 entry of this formula, charge and spin) is 0.136 eV. The net charge is +1. The calculation puts the HOMO energy (alpha / beta) at -9.747 / -10.602 eV. As for the orbital gap (alpha / beta): 0.272 / 0.304 Eh.

Element x y z (Å)
Ti  0.48478  0.75843  -0.95537
Cl  1.67347  4.26438  0.14391
C  0.08843  4.13284  -0.58697
C  -0.32255  2.96256  -1.22526
C  -1.48714  3.15007  -1.94147
Cl  -2.01712  1.87888  -3.01653
C  -2.29495  4.26125  -1.86926
Cl  -3.86963  4.29274  -2.59402
C  -1.90143  5.35634  -1.12116
Cl  -2.95303  6.72899  -0.92181
C  -0.67057  5.29821  -0.51569
Cl  -0.19837  6.68334  0.43001
C  -1.80155  1.79888  1.35676
N  -2.86172  0.83849  1.17535
C  -4.26228  1.20592  1.34940
C  -4.92692  -0.12839  1.07613
N  -4.03341  -0.66764  0.05009
C  -4.38535  -1.96282  -0.52383
C  -2.79460  -0.09131  0.16552
N  -1.70449  -0.22547  -0.53633
C  -1.75011  -1.29363  -1.52431
C  -0.40476  -1.46615  -2.18554
N  0.64107  -1.54695  -1.19033
C  1.35501  -2.59032  -0.89855
N  1.56926  -3.79451  -1.52408
C  0.88751  -4.47298  -2.60762
C  2.26256  -4.69669  -0.62044
C  3.04005  -3.69704  0.20697
N  2.16262  -2.50881  0.24652
C  1.38176  -2.35581  1.49358
H  -1.88976  2.23201  2.34887
H  -1.78021  2.56399  0.58570
H  -0.87665  1.26050  1.36946
H  -4.55755  1.95017  0.58042
H  -4.49262  1.60033  2.31385
H  -5.93780  -0.03390  0.66759
H  -4.93338  -0.75873  1.96831
H  -5.36716  -2.21247  -0.13383
H  -3.69351  -2.76042  -0.23491
H  -4.44443  -1.92462  -1.60964
H  -2.50339  -1.10928  -2.31020
H  -1.96572  -2.29001  -1.08913
H  -0.17867  -0.64514  -2.88033
H  -0.48960  -2.30100  -2.86010
H  -0.08142  -4.87713  -2.34367
H  1.52925  -5.29493  -2.92202
H  0.70227  -3.79932  -3.44861
H  2.90091  -5.36031  -1.19942
H  1.55471  -5.30661  -0.04411
H  3.98317  -3.44411  -0.28417
H  3.22208  -4.02815  1.22741
H  1.03580  -3.33438  1.83608
H  0.53155  -1.70489  1.31570
H  2.04304  -1.90354  2.25914
C  4.72704  -0.07026  -0.67433
S  3.81014  1.47226  -0.51928
O  2.53884  1.06366  -1.28143
C  3.33195  1.51311  1.17734
C  2.17262  0.83454  1.53421
C  1.55498  1.10531  2.71863
C  2.15338  2.03321  3.56664
C  3.33095  2.68615  3.24896
C  3.92437  2.45584  2.01156
H  4.07219  -0.88275  -0.37430
H  5.63457  -0.07516  -0.06833
H  5.00817  -0.18725  -1.73532
H  1.71668  0.08895  0.85857
H  0.62841  0.61805  2.97536
H  1.66413  2.22919  4.51122
H  3.72771  3.41858  3.91738
H  4.78637  3.06572  1.68500

Atomic partial charges in e from the Löwdin method, atoms 1 to 4: number 1, Ti, carries 0.890; number 2, Cl, carries 0.704; number 3, C, carries -0.685; number 4, C, carries -0.251



DFT (wB97M-V/def2-TZVPD) results for a structure of composition C9H11NO3.

Its spin multiplicity is 1. The largest force on an atom comes out at 0.1278 hartree/bohr. The value obtained for the total energy is -17135.3184 eV. The relative energy (zero: lowest compared OMol25 entry of this formula, charge and spin) is 9.442 eV. The calculation puts the HOMO energy at -8.122 eV. As for the orbital gap: 0.282 Eh.

Element x y z (Å)
C  1.90263  0.17781  0.37904
C  2.61126  -1.07099  -0.02673
C  0.81712  0.66420  -0.71705
C  -0.59158  0.24030  -0.52680
C  -1.10580  -1.11401  -0.55376
C  -1.57256  1.25687  -0.41834
C  -2.29921  -1.50255  0.00950
C  -2.92524  0.88567  -0.14294
C  -3.30002  -0.52209  0.30803
H  2.91679  1.75222  1.92514
H  2.86631  2.29788  -0.11027
H  1.53379  -0.17428  1.36883
H  0.98301  1.83750  -0.74743
H  1.49710  0.20509  -1.65921
H  -0.41536  -1.89915  -1.06134
H  -0.96131  2.25152  -0.44580
H  -2.36346  -2.47876  -0.11153
H  -3.64255  1.91797  -0.41767
H  -4.51887  -1.77620  1.53598
H  4.39603  -0.24435  0.21451
N  3.00957  1.17945  0.67717
O  1.82016  -2.01208  -0.37437
O  -4.62398  -0.70935  0.64268
O  3.96619  -1.16267  0.25236

Atomic partial charges in e from the Löwdin method, atoms 1 to 4: number 1, C, carries -0.360; number 2, C, carries -0.442; number 3, C, carries -0.118; number 4, C, carries -0.265



DFT (wB97M-V/def2-TZVPD) results for a structure of composition CH3N2O2S.

Its spin multiplicity is 1. The largest force on an atom comes out at 0.0583 hartree/bohr. The value obtained for the total energy is -18992.6725 eV. The relative energy (zero: lowest compared OMol25 entry of this formula, charge and spin) is 4.625 eV. The net charge is -1. The calculation puts the HOMO energy at -4.559 eV. As for the orbital gap: 0.312 Eh.

Element x y z (Å)
C  -0.70854  -0.04633  -0.01845
N  -1.82972  -0.47007  0.35837
N  -1.01691  0.30003  1.36468
O  1.23746  -1.30013  0.94463
O  0.78673  -1.65833  -1.56950
S  1.08023  -0.66219  -0.44236
H  0.81581  2.05162  -1.47119
H  0.07757  2.05578  -1.16384
H  -0.44263  -0.27037  1.99765

Atomic partial charges in e from the Löwdin method, atoms 1 to 4: number 1, C, carries -0.516; number 2, N, carries 0.038; number 3, N, carries -0.109; number 4, O, carries -0.575



DFT (wB97M-V/def2-TZVPD) results for a structure of composition C5H8O2.

Its spin multiplicity is 1. The largest force on an atom comes out at 0.0077 hartree/bohr. The value obtained for the total energy is -9404.3694 eV. The relative energy (zero: lowest compared OMol25 entry of this formula, charge and spin) is 5.463 eV. The calculation puts the HOMO energy at -9.200 eV. As for the orbital gap: 0.343 Eh.

Element x y z (Å)
O  -2.31662  -0.87060  0.28184
C  -1.43555  0.18065  0.56288
C  -0.23975  -0.31452  1.39033
C  0.53540  -0.12328  0.09436
O  2.81523  1.65630  -0.38978
C  0.34285  -0.72249  -1.23436
C  -0.45583  0.42902  -0.64002
H  -2.81074  -0.62421  -0.51224
H  -1.95101  1.08223  0.91320
H  0.09830  0.33007  2.20441
H  -0.31922  -1.35059  1.72803
H  2.92683  0.71834  -0.58258
H  1.03092  -0.43467  -2.02455
H  -0.07976  -1.72569  -1.33717
H  1.85897  1.76945  -0.45437

Atomic partial charges in e from the Löwdin method, atoms 1 to 4: number 1, O, carries -0.013; number 2, C, carries -0.340; number 3, C, carries -0.048; number 4, C, carries -0.167